No. 1
Here is a structure of composition C5H7NO from the Open Molecules 2025 dataset. Energies are from ωB97M-V/def2-TZVPD.

Calculated values
LUMO = 0.8 eV
E_tot = -324.63618 a.u.
HOMO level = -8.71 eV
HOMO-LUMO gap = 9.56 eV
ΔE to the lowest compared entry with this formula, charge and spin = 55.4 kcal per mole

Last column: natural (NBO) charge in e.
Cartesian coordinates (Å):
O  -2.631  0.355  1.264  -0.68
C  -1.307  0.191  0.990  0.14
C  -0.846  -0.818  0.258  -0.32
C  0.588  -0.882  -0.162  -0.09
C  0.956  0.042  -1.370  -0.48
C  1.723  0.732  -0.280  0.09
N  1.482  -0.054  0.702  -0.38
H  -2.746  1.163  1.771  0.48
H  -0.629  0.929  1.411  0.18
H  -1.543  -1.559  -0.127  0.22
H  0.940  -1.914  -0.255  0.20
H  0.111  0.582  -1.808  0.22
H  1.568  -0.402  -2.160  0.22
H  2.333  1.636  -0.234  0.18


No. 2
Here is a structure of composition C8H11NO4 from the Open Molecules 2025 dataset. Energies are from ωB97M-V/def2-TZVPD.

Calculated values
LUMO = -0.6 eV
E_tot = -666.78270 a.u.
HOMO level = -8.66 eV
HOMO-LUMO gap = 8.04 eV
ΔE to the lowest compared entry with this formula, charge and spin = 230.5 kcal per mole

Last column: natural (NBO) charge in e.
Cartesian coordinates (Å):
C  2.656  -0.805  0.425  -0.17
C  2.096  0.447  1.033  -0.10
C  0.712  1.093  -1.108  0.09
C  -1.302  1.390  -0.135  0.09
C  -2.608  1.100  0.187  -0.38
C  -2.919  -0.227  0.244  0.35
C  -1.930  -1.219  0.015  -0.39
C  -0.493  -0.991  -0.408  0.66
H  3.607  -1.415  -1.071  0.44
H  1.944  -1.240  -0.213  0.22
H  2.981  -1.777  1.103  0.17
H  1.249  -0.252  1.670  0.15
H  2.644  0.820  2.006  0.23
H  0.291  2.254  -1.455  0.20
H  1.315  0.600  -2.064  0.24
H  -0.494  2.289  -0.240  0.25
H  -3.219  1.897  0.868  0.25
H  -5.391  -0.271  0.020  0.50
H  -2.376  -2.292  0.270  0.25
N  -0.490  0.439  -0.710  -0.49
O  3.950  -0.670  -0.096  -0.69
O  1.573  1.442  0.129  -0.58
O  -4.192  -0.896  0.237  -0.69
O  0.396  -1.718  -0.707  -0.60


No. 3
Here is a cluster of 2 separate species, C6H6N5OS in total from the Open Molecules 2025 dataset. Energies are from ωB97M-V/def2-TZVPD.

Calculated values
LUMO = 3.2 eV
E_tot = -979.39860 a.u.
HOMO level = -4.66 eV
HOMO-LUMO gap = 7.87 eV
Net charge = -1
ΔE to the lowest compared entry with this formula, charge and spin = 22.4 kcal per mole

Last column: natural (NBO) charge in e.
Cartesian coordinates (Å):
C  2.555  0.474  -0.179  0.23
C  1.009  2.256  -0.348  0.74
C  -2.884  -0.284  -0.127  -0.24
C  -2.270  -0.827  1.226  -0.57
C  2.219  1.861  -0.508  -0.57
C  -0.850  -0.784  -0.792  -0.06
N  3.754  0.096  0.331  -0.38
N  1.777  -0.576  -0.382  -0.43
N  3.657  -1.258  0.289  -0.16
N  2.508  -1.647  -0.132  -0.15
N  -2.011  -0.423  -1.194  -0.47
O  -0.105  2.550  -0.112  -0.49
S  -0.498  -0.856  0.839  0.31
H  -3.792  -0.759  -0.310  0.19
H  -2.949  0.727  0.182  0.18
H  -2.535  -0.077  1.978  0.21
H  -2.476  -1.796  1.495  0.19
H  3.036  2.439  -0.822  0.26
H  -0.145  -1.116  -1.435  0.22


No. 4
Here is a cluster of 11 separate species, C33H77N5O14S3 in total from the Open Molecules 2025 dataset. Energies are from ωB97M-V/def2-TZVPD.

Calculated values
LUMO = 0.1 eV
E_tot = -3825.05930 a.u.
HOMO level = -8.59 eV
HOMO-LUMO gap = 8.71 eV
ΔE to the lowest compared entry with this formula, charge and spin = 105.6 kcal per mole

Last column: Mulliken charge in e.
Cartesian coordinates (Å):
C  0.804  0.421  -5.014  -0.53
S  2.407  0.107  -5.966  0.49
O  2.773  -1.400  -5.808  -0.56
C  1.646  0.289  -7.718  -1.05
H  0.853  -0.120  -4.069  -0.19
H  0.066  -0.056  -5.659  0.33
H  0.748  1.489  -4.806  0.53
H  2.267  -0.037  -8.552  0.38
H  1.384  1.347  -7.713  0.38
H  0.735  -0.291  -7.860  0.29
C  -1.223  -4.787  4.092  -1.14
S  -0.963  -3.499  2.853  0.62
O  -2.171  -3.205  2.003  -0.63
C  -0.639  -2.051  3.901  -0.22
H  -0.295  -4.949  4.641  0.35
H  -1.412  -5.691  3.514  0.37
H  -2.077  -4.541  4.723  0.35
H  0.419  -1.979  4.151  -0.08
H  -1.218  -2.158  4.818  0.53
H  -0.903  -1.054  3.548  -0.14
C  -5.581  -0.487  -3.998  -1.01
S  -4.724  0.633  -2.834  0.41
O  -5.735  0.786  -1.644  -0.58
C  -3.613  -0.662  -2.055  -0.50
H  -6.199  -1.273  -3.565  0.33
H  -4.894  -0.964  -4.697  0.36
H  -6.282  0.099  -4.592  0.35
H  -3.999  -1.678  -2.141  0.47
H  -3.389  -0.410  -1.019  -0.09
H  -2.703  -0.511  -2.635  0.23
C  4.828  -0.429  -3.184  -0.12
O  5.307  0.502  -2.644  -0.55
N  4.149  -1.488  -2.534  0.30
C  3.575  -2.552  -3.274  -1.45
C  4.047  -1.511  -1.038  -0.22
H  4.690  -0.567  -4.268  0.45
H  4.103  -2.595  -4.226  0.54
H  2.544  -2.427  -3.603  0.40
H  3.611  -3.501  -2.740  0.38
H  4.134  -0.554  -0.525  0.29
H  3.076  -1.923  -0.761  -0.66
H  4.678  -2.285  -0.602  0.57
C  -5.215  2.390  1.327  0.46
O  -4.158  3.037  1.468  -0.58
N  -6.461  2.632  1.829  0.16
C  -7.470  1.707  1.386  -0.87
C  -6.888  3.793  2.641  -0.68
H  -5.332  1.542  0.636  -0.04
H  -7.229  1.081  0.527  0.26
H  -8.324  2.316  1.089  0.33
H  -7.733  1.071  2.232  0.32
H  -7.843  4.178  2.283  0.33
H  -6.945  3.561  3.704  0.28
H  -6.092  4.536  2.587  0.03
C  -2.544  7.520  4.272  0.13
O  -2.345  7.986  5.399  -0.57
N  -2.506  6.156  3.927  0.16
C  -3.159  5.813  2.669  -0.90
C  -2.306  5.072  4.872  -0.60
H  -2.533  8.187  3.396  0.29
H  -3.109  6.668  1.995  0.34
H  -4.211  5.560  2.800  0.45
H  -2.769  4.893  2.233  0.12
H  -1.903  5.551  5.765  0.34
H  -3.224  4.560  5.161  0.29
H  -1.607  4.334  4.479  0.02
C  3.671  2.814  3.680  -0.06
O  4.570  2.257  3.033  -0.57
N  2.570  2.195  4.118  0.29
C  1.272  2.795  4.499  -0.95
C  2.494  0.737  3.835  -0.82
H  3.679  3.905  3.826  0.39
H  1.409  3.694  5.099  0.42
H  0.750  2.133  5.190  0.35
H  0.605  2.868  3.639  0.22
H  1.559  0.211  4.033  0.12
H  2.621  0.529  2.773  0.22
H  3.310  0.339  4.438  0.39
C  4.663  -2.949  3.261  -0.02
O  5.517  -2.847  2.368  -0.59
N  3.382  -3.315  3.118  0.39
C  2.729  -3.841  4.315  -0.94
C  2.733  -3.697  1.856  -0.19
H  4.916  -2.741  4.312  0.38
H  2.565  -3.037  5.032  0.35
H  3.279  -4.677  4.748  0.45
H  1.719  -4.230  4.184  -0.01
H  2.486  -4.747  1.699  0.30
H  1.749  -3.235  1.780  -0.04
H  3.409  -3.365  1.068  0.02
O  3.176  4.739  -2.326  -0.56
C  3.869  3.983  -1.715  0.67
O  3.553  2.929  -0.936  -0.26
C  2.236  2.609  -0.458  0.53
C  1.692  3.686  0.570  -1.20
C  5.399  4.236  -1.832  -0.97
H  2.260  1.659  0.077  -0.33
H  1.644  2.648  -1.373  0.36
H  0.914  3.432  1.289  0.12
H  1.274  4.519  0.004  0.37
H  2.514  4.015  1.205  0.38
H  5.810  4.450  -0.845  0.28
H  5.586  5.088  -2.486  0.33
H  5.877  3.360  -2.269  0.23
O  -0.780  0.977  -0.652  -0.47
C  -0.923  0.389  0.384  0.36
O  -0.318  -0.688  0.787  0.32
C  0.721  -1.271  -0.111  0.04
C  0.223  -2.260  -1.029  -0.59
C  -1.863  1.044  1.457  -0.91
H  1.500  -1.582  0.585  -0.36
H  1.190  -0.406  -0.581  0.06
H  -0.178  -1.758  -1.909  0.00
H  -0.541  -2.899  -0.585  0.33
H  1.034  -2.946  -1.275  0.46
H  -2.121  2.102  1.410  0.34
H  -1.370  1.031  2.429  0.07
H  -2.729  0.388  1.375  0.22
O  -0.691  -4.378  -3.062  -0.57
C  -0.520  -4.325  -4.277  0.70
O  -0.347  -5.325  -5.077  -0.37
C  -0.339  -6.647  -4.543  -0.24
C  1.092  -6.878  -3.944  -0.95
C  -0.479  -3.018  -5.021  -0.60
H  -0.648  -7.388  -5.280  0.36
H  -1.066  -6.728  -3.735  0.26
H  1.817  -6.877  -4.757  0.30
H  1.159  -7.876  -3.510  0.37
H  1.388  -6.016  -3.347  0.20
H  -0.769  -2.165  -4.408  -0.14
H  -1.263  -3.107  -5.774  0.48
H  0.435  -2.722  -5.534  0.22


No. 5
Here is an isolated molecule of C4H8N2O from the Open Molecules 2025 dataset. Energies are from ωB97M-V/def2-TZVPD.

Calculated values
LUMO = 0.9 eV
E_tot = -341.86685 a.u.
HOMO level = -9.13 eV
HOMO-LUMO gap = 10.06 eV
ΔE to the lowest compared entry with this formula, charge and spin = 85.8 kcal per mole

Last column: natural (NBO) charge in e.
Cartesian coordinates (Å):
H  1.734  0.697  2.630  0.33
N  1.985  -0.132  2.028  -0.68
C  0.999  -0.264  1.225  0.43
C  -0.154  0.686  0.634  -0.50
C  -0.710  -0.312  -0.438  0.07
C  -1.193  0.319  -1.767  -0.62
O  0.399  -1.190  -0.791  -0.38
N  0.935  -1.425  0.530  -0.34
H  -0.758  1.094  1.457  0.24
H  0.399  1.549  0.143  0.23
H  -1.510  -0.814  0.096  0.18
H  -2.212  0.679  -1.542  0.21
H  -1.190  -0.403  -2.603  0.24
H  -0.523  1.377  -1.947  0.20
H  1.799  -1.861  0.344  0.39